Entry 1:
ORCA calculation (the ωB97M-V functional and the def2-TZVPD basis) on a structure of composition C27H31CoN7O4.

Atoms and positions in Å:
Co (-0.78520, 0.38985, -0.45077)
O (1.81605, -1.55293, 3.21880)
C (1.26624, -0.62215, 2.42761)
O (0.47651, 0.18845, 2.82377)
C (1.87921, -0.64999, 1.05294)
C (3.17532, -1.13180, 0.96146)
C (3.84308, -1.11765, -0.25248)
C (3.16499, -0.63770, -1.34943)
C (1.85628, -0.21430, -1.18699)
N (1.19350, -0.20528, -0.02313)
C (1.11025, 0.27954, -2.39786)
O (1.62629, 0.36899, -3.47596)
O (-0.15133, 0.54780, -2.14374)
H (1.42531, -1.43540, 4.10116)
H (3.65642, -1.49790, 1.85477)
H (4.86107, -1.47373, -0.32739)
H (3.59011, -0.58688, -2.34172)
C (2.53883, 2.76448, 0.07966)
C (1.55628, 2.87917, 1.24927)
C (0.40106, 3.76622, 0.87587)
C (0.61024, 5.14114, 0.85348)
C (-0.36878, 6.01046, 0.41199)
C (-1.57087, 5.50199, -0.04809)
C (-1.82616, 4.13677, -0.04383)
C (-3.14100, 3.66663, -0.60807)
C (-4.28196, 3.64814, 0.40899)
C (-0.84507, 3.27408, 0.46835)
N (-1.16698, 1.87500, 0.69526)
C (-1.83235, 1.55824, 1.76993)
C (-2.14517, 0.19519, 1.92782)
C (-2.79026, -0.62736, 2.85394)
C (-2.60409, -1.93153, 2.39539)
C (-1.85160, -1.85750, 1.21386)
N (-1.57510, -0.57715, 0.94557)
H (3.36621, 2.09205, 0.31553)
H (2.96062, 3.73926, -0.16476)
H (2.03843, 2.40287, -0.82066)
H (2.07294, 3.30583, 2.11156)
H (1.18672, 1.90737, 1.55312)
H (1.56914, 5.52295, 1.18250)
H (-0.18913, 7.07700, 0.40753)
H (-2.32714, 6.17138, -0.43948)
H (-3.01062, 2.68697, -1.05716)
H (-3.39924, 4.33060, -1.43458)
H (-4.03654, 3.04564, 1.28744)
H (-5.20004, 3.24882, -0.02800)
H (-4.50104, 4.65402, 0.76670)
H (-2.11842, 2.32770, 2.47927)
H (-3.30319, -0.31139, 3.74704)
H (-2.95810, -2.84067, 2.85198)
H (-1.52295, -2.66004, 0.57076)
C (-6.26882, -0.44153, 0.85160)
C (-6.60663, -0.89207, -0.56906)
C (-6.16591, -2.33166, -0.81295)
C (-6.06773, 0.03815, -1.65494)
N (-4.60162, 0.09090, -1.68946)
C (-3.72904, 0.50442, -0.78809)
N (-2.52442, 0.35981, -1.30574)
N (-2.68298, -0.17303, -2.54068)
N (-3.92146, -0.32320, -2.77559)
H (-6.91147, -0.95527, 1.56553)
H (-6.41444, 0.63224, 0.99460)
H (-5.24072, -0.69860, 1.12206)
H (-7.69215, -0.83154, -0.69171)
H (-5.07598, -2.41519, -0.80011)
H (-6.52180, -2.70655, -1.77263)
H (-6.54794, -2.98740, -0.03138)
H (-6.43592, 1.05957, -1.55358)
H (-6.33944, -0.33158, -2.64226)
H (-3.96862, 0.87268, 0.19275)

Its LUMO energy (spin up / spin down) is -4.453 / -4.463 eV. As for the HOMO energy (spin up / spin down): -0.4161 / -0.4160 hartree. Its energy above the lowest of the compared OMol25 structures with the same formula, charge and spin is 19.6 kcal per mole. The calculation puts the total energy at -84744.4097 eV. The HOMO-LUMO gap (spin up / spin down) is 6.87 / 6.86 eV. Its net charge is +1.

Entry 2:
ORCA calculation (the ωB97M-V functional and the def2-TZVPD basis) on a structure of composition C27H31FN3Nb at a distorted geometry.

Atoms and positions in Å:
C (3.33791, 0.62670, 3.24999)
H (4.33830, 1.08576, 3.28803)
H (3.42597, -0.40138, 3.64766)
H (2.65780, 1.18096, 3.91909)
C (2.80833, 0.62111, 1.83522)
C (3.67141, 0.72294, 0.74041)
H (4.72889, 0.89348, 0.95899)
C (3.34544, 0.51386, -0.62824)
C (4.50694, 0.54020, -1.60619)
H (4.59835, -0.42626, -2.13175)
H (5.45095, 0.75236, -1.08267)
H (4.35426, 1.30607, -2.38632)
C (2.00403, -0.19016, -2.45951)
C (1.91203, 0.74017, -3.51267)
C (1.77843, 0.29734, -4.83629)
H (1.70193, 1.03269, -5.64451)
C (1.74220, -1.07357, -5.12680)
H (1.63472, -1.41598, -6.16106)
C (1.84877, -2.00343, -4.07994)
H (1.83074, -3.07744, -4.29527)
C (1.98001, -1.56710, -2.75674)
C (0.43117, 0.11467, 2.42899)
C (-0.80195, 0.82191, 2.25366)
C (-1.99580, 0.29071, 2.80076)
H (-2.93249, 0.83152, 2.64032)
C (-1.96711, -0.87807, 3.55398)
H (-2.88961, -1.28343, 3.98082)
C (-0.73198, -1.53726, 3.78667)
H (-0.71424, -2.44788, 4.39586)
C (0.44942, -1.06893, 3.23202)
C (0.03161, 2.78590, -1.27178)
H (0.96121, 3.06231, -1.78073)
C (-0.50504, 3.65197, -0.33757)
H (0.03009, 4.57462, -0.08805)
C (-1.79438, 3.41586, 0.26014)
H (-2.28311, 4.15679, 0.89706)
C (-2.39811, 2.21562, -0.02164)
C (-1.77618, 1.17677, -0.78920)
H (-2.42364, 0.35133, -1.10169)
C (-0.60357, 1.52646, -1.60969)
H (-0.46727, 1.10264, -2.61257)
N (2.11131, 0.22991, -1.09089)
N (1.48332, 0.54831, 1.61498)
Nb (0.20011, 0.14541, -0.00023)
H (2.06125, -2.28071, -1.93245)
H (1.94608, 1.81023, -3.28975)
H (-0.79215, 1.84628, 1.86028)
H (1.38908, -1.61099, 3.36923)
F (-3.62163, 1.94081, 0.49701)
C (-4.16073, -0.82263, 1.22404)
C (-2.83975, -1.40823, 0.62137)
C (-2.54058, -2.80622, 1.25972)
C (-3.33380, -1.88495, -0.80132)
N (-1.55197, -0.75006, 0.35804)
H (-4.96015, -1.59029, 1.12787)
H (-4.57454, 0.01063, 0.64607)
H (-4.23582, -0.66581, 2.30443)
H (-3.44139, -3.45946, 1.24453)
H (-1.74134, -3.33067, 0.68951)
H (-2.22651, -2.84946, 2.29516)
H (-3.78272, -1.09409, -1.43369)
H (-2.50972, -2.36464, -1.37602)
H (-4.15477, -2.63520, -0.73667)

Its LUMO energy (spin up / spin down) is -8.635 / -8.633 eV. As for the HOMO energy (spin up / spin down): -0.5356 / -0.5356 hartree. Its energy above the lowest of the compared OMol25 structures with the same formula, charge and spin is 72.6 kcal per mole. The calculation puts the total energy at -37221.2718 eV. The HOMO-LUMO gap (spin up / spin down) is 5.94 / 5.94 eV. Its net charge is +2.